C5H10OS2 | ωB97M-V/def2-TZVPD

Properties
LUMO level: 0.06 eV
calculated total energy: -1068.08744 hartree
HOMO energy: -8.594 eV
relative energy (zero: lowest compared OMol25 entry of this formula, charge and spin): 75.1 kJ/mol
gap between HOMO and LUMO: 8.657 eV

```
! wB97M-V def2-TZVPD RIJCOSX def2/J DEFGRID3
* xyz 0 1
H -1.76401 -1.76318 0.65813
H 2.44283 -0.50509 0.93960
C -2.14224 -0.80293 0.27524
S 0.00649 1.15878 0.86291
C -1.45756 -0.26434 -0.95820
H 0.56901 0.17893 -1.34844
O -1.45573 -1.14749 -2.05869
C 2.72836 0.50665 0.64968
H 2.75164 0.35065 -0.44823
H -2.37844 -1.19748 -2.32212
H -1.94823 0.71363 -1.27415
C 1.71245 1.49725 1.16946
H 3.70266 0.77814 0.94502
C -0.01128 -0.08979 -0.49750
H -3.28235 -0.97513 0.27129
H -2.01606 -0.13534 1.08844
S 2.21588 2.70135 2.09086
H 0.32658 -1.00461 -0.04330
*
```